Entry 1:
# C22H48N2O15

A 9-piece molecular cluster, C22H48N2O15 overall in a non-equilibrium geometry (ωB97M-V/def2-TZVPD, the Open Molecules 2025 dataset).

Positions of all 87 atoms, in Å:
C -1.1953 5.7935 0.8824
C 2.9893 6.1435 2.4082
O 2.5224 1.2183 0.0851
H -1.1646 1.9148 -1.4931
C 2.8183 3.8829 2.5187
H 4.1152 0.2119 -1.5971
O 0.7451 1.3101 -1.4432
O 2.9587 5.0510 3.2317
H -0.4321 -3.2949 3.2506
H 1.5981 4.3413 0.6725
C -4.9602 -3.6532 -2.4807
O -1.5981 4.4107 1.0658
C 5.1404 -0.0936 -1.3881
H -3.7442 -0.6470 4.3772
H -0.1285 -2.8796 -5.3399
C 5.4904 -0.0422 0.1336
C -4.6325 -1.1734 -2.3096
H -0.2078 5.9861 0.4633
H 4.8918 -2.1876 -1.5475
H 6.5064 -1.5607 -1.8903
H 2.6923 -1.9686 0.1897
H -0.9770 -3.3522 0.4412
H 5.3158 -1.4365 -3.1243
H -0.3358 -1.4168 -4.3517
H 0.5851 -2.6877 -1.5130
C -3.5014 -3.2289 2.4246
H -1.2448 6.1588 1.9081
H -5.6566 0.3801 3.2531
H 4.5892 -0.1422 0.7384
C 2.6274 4.4025 1.0259
O 0.9300 -2.7562 -0.6197
H -4.5857 1.5864 2.5823
H 1.3115 -2.0784 -4.6315
C 1.6658 3.1052 3.0530
O 5.8257 0.9645 -1.9364
O 3.2017 7.2790 2.8137
H 1.4376 2.2000 2.4903
H -1.8953 4.1698 1.9463
H -1.9484 1.9155 0.8466
H -5.5564 -1.0840 -1.7175
H -4.4591 -4.3205 -1.7794
N -4.2298 -2.4046 -2.6253
H -0.8769 0.3475 -2.3015
O -3.8572 0.2938 4.2233
H -1.8167 6.2680 0.1229
H -4.3138 -0.0926 2.1832
N -2.2088 -3.1605 2.1347
H -4.9814 -4.2435 -3.3967
H 6.1464 -0.8742 0.3900
C 6.1246 1.8574 -0.9458
C 2.2909 -2.3921 -0.7309
H 3.2242 3.7925 0.3479
C 5.4412 -1.3870 -2.0427
H -1.6203 -2.3050 4.0393
O 0.4033 0.6643 0.5623
H 3.6973 3.2434 2.4376
H -2.6766 -1.8356 -3.9636
H -5.9522 -3.5801 -2.0348
O 6.0747 1.1663 0.2252
H 1.9009 2.6031 3.9914
C -0.5899 0.9889 -1.4683
O 6.5306 3.0119 -1.0880
H -1.9923 0.2840 1.5451
H -0.7960 -0.7630 -0.2625
H 2.2841 -1.7217 -1.5903
O -3.9760 -0.1695 -2.2700
C -1.9749 0.8509 0.6142
H 0.8351 3.8012 3.1700
H -4.1497 -3.7352 1.6927
O -3.8294 -2.6987 3.4580
H 2.7897 -3.3446 -0.9100
O 2.9862 5.7493 1.1594
H -3.2357 -3.3585 -4.0233
H -0.5765 -1.7831 2.6394
H -2.9197 0.6725 0.1009
C 1.2944 1.0535 -0.2433
H -1.4864 -4.8944 1.1466
H -2.1807 -2.7480 -2.5415
C -4.6173 0.5757 2.9891
C -1.8174 -3.8909 0.8790
H -2.6081 -4.0745 0.1515
O 0.2300 -3.0464 -3.2101
H -0.0031 -3.9652 -3.3621
C -2.9836 -2.6155 -3.2667
C -0.7614 0.3193 -0.1380
C 0.2584 -2.3204 -4.4881
C -1.2145 -2.5602 3.0604

## Properties
- Molecular weight: 580.625 g mol⁻¹
- SMILES: C[C@H]1COC(=O)O1.C[C@H]1COC(=O)O1.C[C@H]1COC(=O)O1.CN(C)C=O.CN(C)C=O.CO.CO.CO.CO
- Multiplicity: 1

Entry 2:
# C9H19NO

One molecule with the formula C9H19NO in a non-equilibrium geometry (ωB97M-V/def2-TZVPD, the Open Molecules 2025 dataset).

Positions of all 30 atoms, in Å:
H -2.6256 -2.8218 1.2239
H 2.2180 0.6250 -2.1479
H 2.7103 2.1702 -2.3577
C 0.9940 2.1732 -1.5106
C 0.8531 -0.7126 0.0032
O 1.2435 1.9665 0.9665
C -1.0868 -2.4890 -0.2513
H 1.0036 -2.8575 -0.1723
H -0.3775 2.5321 -0.0168
H 0.3584 -2.1066 -1.6559
C -1.1192 0.3216 1.2535
H -1.3011 -3.5308 -0.5436
H 1.2754 -0.7455 0.9969
H 1.0668 3.2338 -1.5029
H -2.9617 -0.5474 0.5529
H -1.0494 -2.6278 2.0339
H -1.6700 1.2138 1.5061
C -2.1665 -0.8580 1.2761
C -1.7055 -2.1995 1.1394
C -0.2962 0.3953 -0.0448
N 2.2481 1.5467 -1.7871
C 0.3828 1.7578 -0.1275
H -1.6480 -1.9319 -0.9943
H 2.2245 1.9514 0.6198
H -0.3493 0.1340 2.0154
H 0.2390 1.8298 -2.3072
C 0.3428 -2.1021 -0.5813
H -0.9215 0.3623 -0.9369
H -2.6651 -0.7983 2.2360
H 1.5985 -0.3644 -0.7114

## Properties
- Molecular weight: 157.257 g mol⁻¹
- SMILES: NC[C@H](O)C1CCCCCC1
- Multiplicity: 1

It is found that the HOMO level values, taken in the order of the records, are -9.60; -9.36 eV.
It is found that the relative energy (zero: lowest compared OMol25 entry of this formula, charge and spin) values, taken in the order of the records, are 1.0948; 1.9783 eV.
It is found that the HOMO-LUMO gap values, taken in the order of the records, are 9.347; 10.271 eV.